[1]
Density functional theory data (the ωB97M-V functional and the def2-TZVPD basis) for a 2-piece molecular cluster, C18H36BrF4N3O3P overall.

The largest force on an atom is 0.9 eV Å⁻¹. As for the orbital gap: 0.3743 Eh. The calculation puts the total energy at -4412.1350 Eh. Its net charge is +1.

XYZ file:
```
66
C18H36BrF4N3O3P | the OMol25 dataset | the ωB97M-V functional and the def2-TZVPD basis
C 1.32 -1.31 3.37
C 2.29 -1.38 2.22
N 2.97 -2.45 2.09
C 2.42 -0.17 1.31
C 1.08 0.24 0.71
N 0.27 -0.90 0.19
C -0.99 -0.27 -0.38
C -1.85 -1.22 -1.23
C -1.78 -1.29 -2.74
C -0.46 -1.74 -3.36
F -2.15 -0.03 -3.26
C -0.59 1.17 -0.78
C -1.55 2.16 -0.11
C -2.94 2.12 -0.75
C -4.02 1.99 0.28
F -5.23 2.05 -0.23
F -3.93 2.92 1.23
F -3.93 0.80 0.93
C 0.92 1.38 -0.35
C 1.27 2.67 0.41
C 1.20 4.11 -0.18
C 2.52 4.86 -0.05
Br 0.59 4.23 -2.02
P 2.14 1.05 -1.70
N 3.53 1.72 -1.66
O 1.30 1.21 -3.05
O 2.28 -0.57 -1.68
H 1.77 -0.74 4.19
H 0.38 -0.80 3.14
H 1.10 -2.31 3.73
H 3.64 -2.39 1.31
H 3.16 -0.40 0.55
H 2.80 0.67 1.90
H 0.49 0.59 1.57
H -0.02 -1.46 0.99
H 0.77 -1.54 -0.44
H -1.59 -0.17 0.53
H -2.88 -0.98 -0.95
H -1.66 -2.23 -0.86
H -2.56 -1.99 -3.05
H -0.05 -0.94 -3.97
H 0.27 -2.05 -2.62
H -0.63 -2.60 -4.02
H -0.66 1.33 -1.85
H -1.17 3.17 -0.17
H -1.63 1.94 0.96
H -3.07 1.30 -1.45
H -3.13 3.04 -1.32
H 2.30 2.55 0.76
H 0.65 2.68 1.32
H 0.43 4.66 0.36
H 3.18 4.65 -0.89
H 3.00 4.61 0.89
H 2.34 5.94 -0.05
H 3.69 2.41 -0.94
H 1.90 1.55 -3.73
H 3.23 -0.75 -1.59
C -1.69 -4.78 2.71
C -1.51 -5.10 1.24
O -0.90 -4.01 0.52
H -2.31 -3.90 2.83
H -2.17 -5.62 3.22
H -0.73 -4.60 3.19
H -2.46 -5.27 0.75
H -0.90 -6.00 1.11
H -0.03 -3.87 0.92
```

[2]
Density functional theory data (the ωB97M-V functional and the def2-TZVPD basis) for one molecule with the formula C17H15N7OS in a non-equilibrium geometry.

The largest force on an atom is 2.6 eV Å⁻¹. As for the orbital gap: 0.2506 Eh. The calculation puts the total energy at -1513.4970 Eh. Its net charge is 0. The calculation puts the energy above the lowest of the compared OMol25 structures with the same formula, charge and spin at 0.0 kcal/mol.

XYZ file:
```
41
C17H15N7OS | the OMol25 dataset | the ωB97M-V functional and the def2-TZVPD basis
C 0.13 6.96 0.84
C 0.94 5.81 1.47
C 2.28 6.38 2.05
C 1.27 4.78 0.41
C 2.07 4.97 -0.70
S 2.22 3.50 -1.59
C 1.23 2.73 -0.38
C 0.88 1.33 -0.53
C 0.00 0.66 0.28
C -0.40 -0.76 0.22
C -1.19 -1.38 1.28
C -1.51 -2.71 1.19
N -1.07 -3.50 0.10
C -1.35 -4.87 -0.06
O -1.91 -5.41 0.87
C -1.03 -5.59 -1.28
C -1.42 -6.98 -1.49
N -1.21 -7.67 -2.57
N -1.75 -8.89 -2.26
N -2.23 -8.98 -1.06
N -2.01 -7.76 -0.54
C -0.35 -4.88 -2.26
N -0.03 -3.57 -2.06
C -0.33 -2.91 -0.95
C -0.01 -1.52 -0.89
N 0.77 3.50 0.58
H -0.92 6.62 0.79
H 0.14 7.79 1.56
H 0.50 7.28 -0.14
H 0.36 5.30 2.26
H 2.78 6.99 1.30
H 3.01 5.56 2.27
H 2.04 6.96 2.93
H 2.58 5.92 -0.92
H 1.40 0.81 -1.33
H -0.42 1.30 1.07
H -1.49 -0.70 2.09
H -2.10 -3.19 1.99
H -2.25 -7.43 0.38
H -0.19 -5.37 -3.21
H 0.55 -1.10 -1.71
```

[3]
Density functional theory data (the ωB97M-V functional and the def2-TZVPD basis) for one molecule with the formula C4H7NS in a non-equilibrium geometry.

The largest force on an atom is 3.2 eV Å⁻¹. As for the orbital gap: 0.2450 Eh. The calculation puts the total energy at -609.4097 Eh. Its net charge is 0. The calculation puts the energy above the lowest of the compared OMol25 structures with the same formula, charge and spin at 93.3 kcal/mol.

XYZ file:
```
13
C4H7NS | the OMol25 dataset | the ωB97M-V functional and the def2-TZVPD basis
C -0.37 0.08 -0.27
C -0.73 0.12 1.09
C 0.28 -0.84 1.88
C 0.46 0.49 -2.57
N -0.09 -0.06 -1.40
S -0.95 1.87 2.13
H -1.71 -0.31 1.31
H -0.06 -1.85 1.94
H 0.43 -0.48 2.82
H 1.24 -0.74 1.41
H -0.06 -0.01 -3.36
H 1.44 0.23 -2.36
H 0.12 1.50 -2.60
```

[4]
Density functional theory data (the ωB97M-V functional and the def2-TZVPD basis) for C36H42AsCrGe2N7O3 as an isolated structure in a non-equilibrium geometry.

The largest force on an atom is 3.3 eV Å⁻¹. As for the orbital gap (alpha / beta): 0.2283 / 0.2176 Eh. The calculation puts the total energy at -9440.0520 Eh. Its expectation value of S² is 0.832. Its net charge is +1. Its spin multiplicity is 2.

XYZ file:
```
92
C36H42AsCrGe2N7O3 | the OMol25 dataset | the ωB97M-V functional and the def2-TZVPD basis
Cr -0.02 -0.69 0.20
O 2.85 -3.14 1.38
C 1.78 -2.63 1.11
O 1.57 -1.76 0.20
C 0.54 -2.98 1.88
C 0.53 -4.06 2.77
C -0.62 -4.37 3.44
C -1.76 -3.55 3.25
C -2.99 -3.80 3.90
C -4.07 -2.98 3.70
C -3.95 -1.86 2.88
C -2.77 -1.59 2.23
C -1.66 -2.44 2.36
N -0.53 -2.19 1.66
H 1.44 -4.63 2.87
H -0.67 -5.22 4.11
H -3.06 -4.65 4.56
H -5.01 -3.20 4.18
H -4.80 -1.19 2.76
H -2.68 -0.71 1.61
N -1.09 2.40 1.18
C -2.00 1.66 0.49
N -3.23 2.17 0.43
C -4.13 1.44 -0.25
N -5.39 1.89 -0.26
N -3.86 0.32 -0.90
C -2.61 -0.14 -0.79
N -1.64 0.49 -0.03
C -2.19 -1.32 -1.47
C -3.02 -2.06 -2.35
C -2.49 -3.14 -3.01
C -1.14 -3.47 -2.81
C -0.39 -2.72 -1.94
N -0.89 -1.68 -1.26
H -1.40 3.34 1.38
H -0.11 2.26 0.95
H -5.60 2.77 0.16
H -6.06 1.41 -0.84
H -4.04 -1.74 -2.48
H -3.10 -3.72 -3.68
H -0.69 -4.30 -3.33
H 0.65 -2.93 -1.75
C 1.17 2.70 -4.52
Ge -0.11 1.52 -3.54
C -0.72 0.05 -4.74
C -1.75 2.56 -3.05
Ge 1.20 0.66 -1.50
C 2.82 -0.25 -2.19
C 3.86 -0.65 -1.36
C 5.01 -1.21 -1.88
C 5.14 -1.37 -3.25
C 4.10 -1.00 -4.09
C 2.94 -0.46 -3.56
C 1.89 2.29 -0.56
C 2.82 2.19 0.47
C 3.28 3.32 1.13
C 2.83 4.58 0.75
C 1.91 4.69 -0.28
C 1.44 3.56 -0.91
H 0.74 3.00 -5.47
H 2.10 2.18 -4.71
H 1.41 3.60 -3.95
H -1.59 0.39 -5.30
H -1.01 -0.83 -4.17
H 0.05 -0.24 -5.45
H -2.09 3.09 -3.93
H -1.58 3.28 -2.25
H -2.54 1.88 -2.74
H 3.76 -0.57 -0.28
H 5.80 -1.53 -1.22
H 6.04 -1.81 -3.66
H 4.19 -1.13 -5.16
H 2.13 -0.19 -4.22
H 3.19 1.22 0.77
H 4.01 3.22 1.92
H 3.20 5.46 1.25
H 1.56 5.67 -0.59
H 0.71 3.66 -1.71
C 0.95 2.59 3.73
As 0.86 0.67 3.38
C 2.42 -0.18 4.18
C -0.70 0.05 4.37
O 0.80 0.40 1.76
H 1.39 2.76 4.71
H -0.06 3.01 3.70
H 1.56 3.08 2.97
H 2.33 -0.13 5.27
H 3.34 0.32 3.87
H 2.47 -1.22 3.86
H -0.68 0.52 5.35
H -0.67 -1.03 4.47
H -1.61 0.35 3.84
```

[5]
Density functional theory data (the ωB97M-V functional and the def2-TZVPD basis) for one molecule with the formula C20H30N2O5S2 in a non-equilibrium geometry.

The largest force on an atom is 1.0 eV Å⁻¹. As for the orbital gap: 0.3699 Eh. The calculation puts the total energy at -2062.1950 Eh. Its net charge is 0. The calculation puts the energy above the lowest of the compared OMol25 structures with the same formula, charge and spin at 0.0 kcal/mol.

XYZ file:
```
59
C20H30N2O5S2 | the OMol25 dataset | the ωB97M-V functional and the def2-TZVPD basis
C 1.19 -2.89 0.03
C 0.14 -2.26 -0.88
C 0.75 -1.14 -1.70
C -1.03 -1.76 -0.02
N -2.12 -1.19 -0.80
C -2.47 0.12 -0.74
O -3.37 0.59 -1.41
C -1.71 0.99 0.22
C -2.19 1.15 1.52
C -1.55 2.00 2.41
C -0.40 2.67 2.01
C 0.06 2.51 0.72
S 1.58 3.33 0.24
O 1.94 2.89 -1.07
O 1.47 4.74 0.48
N 2.62 2.70 1.40
C 3.79 3.51 1.67
C 4.49 2.99 2.92
C 4.87 1.53 2.72
C 3.63 0.71 2.37
C 2.95 1.31 1.15
C -0.58 1.69 -0.18
C -2.90 -2.11 -1.61
C -2.84 -1.79 -3.12
C -3.72 -2.80 -3.83
S -4.97 -3.25 -2.57
O -6.30 -2.91 -3.00
O -4.74 -4.61 -2.16
C -4.37 -2.15 -1.25
H 2.02 -3.28 -0.56
H 1.57 -2.16 0.73
H 0.76 -3.72 0.60
H -0.24 -3.03 -1.56
H 1.22 -0.40 -1.06
H 1.51 -1.54 -2.37
H 0.00 -0.64 -2.31
H -0.66 -1.00 0.67
H -1.43 -2.59 0.57
H -3.08 0.62 1.82
H -1.93 2.12 3.41
H 0.14 3.32 2.68
H 3.44 4.54 1.80
H 4.48 3.48 0.81
H 3.81 3.08 3.77
H 5.37 3.60 3.12
H 5.34 1.13 3.63
H 5.60 1.45 1.91
H 2.93 0.74 3.21
H 3.89 -0.32 2.17
H 2.01 0.79 0.93
H 3.60 1.23 0.27
H -0.19 1.62 -1.18
H -2.49 -3.11 -1.45
H -3.23 -0.78 -3.26
H -1.81 -1.82 -3.48
H -4.22 -2.41 -4.70
H -3.19 -3.72 -4.07
H -4.58 -2.61 -0.29
H -4.85 -1.18 -1.35
```

[6]
Density functional theory data (the ωB97M-V functional and the def2-TZVPD basis) for a 2-piece molecular cluster, C2H6N2O2 overall in a non-equilibrium geometry.

The largest force on an atom is 1.1 eV Å⁻¹. As for the orbital gap (alpha / beta): 0.2965 / 0.2837 Eh. The calculation puts the total energy at -339.5167 Eh. Its net charge is 0. The calculation puts the energy above the lowest of the compared OMol25 structures with the same formula, charge and spin at 198.3 kcal/mol.

XYZ file:
```
12
C2H6N2O2 | the OMol25 dataset | the ωB97M-V functional and the def2-TZVPD basis
C 0.46 0.97 0.63
C 0.11 0.83 -0.80
N 0.13 -0.41 1.01
O 1.30 -1.14 0.90
N -1.27 -1.32 -0.56
O -2.42 -1.19 -0.30
H 1.00 -2.06 0.93
H 1.50 1.22 0.85
H -0.20 1.64 1.18
H 0.87 0.43 -1.46
H -0.65 1.47 -1.23
H -0.82 -0.44 -1.14
```